one | One molecule with the formula C9H12N2. Source: the OMol25 dataset; level of theory: the ωB97M-V functional and the def2-TZVPD basis.

```
! RIJCOSX wB97M-V def2-TZVPD def2/J DEFGRID3
* xyz 0 1
C -1.09296 1.07759 0.19269
C -0.05233 0.12748 0.14094
C -1.01244 -1.30977 0.14042
C -0.52088 -2.57740 -0.15265
C 3.52268 -0.97708 -0.18573
C 2.15829 -0.81796 0.04177
C 1.30212 0.32428 -0.02179
C 1.76338 1.73110 -0.13926
C -3.53536 0.98020 0.04680
N -2.26583 -0.89122 0.21827
N -2.27029 0.45234 0.32675
H -0.94770 2.02197 0.60804
H -1.26353 -3.37577 -0.22268
H 0.58659 -2.89117 0.00012
H 3.98975 -1.93821 -0.19210
H 4.23734 -0.31257 -0.60054
H 1.47789 -1.63471 0.38268
H 1.53468 2.25950 -1.17477
H 2.83761 1.89437 -0.09898
H 1.32616 2.38195 0.60813
H -4.46284 0.40640 0.67640
H -3.76139 0.99135 -0.98346
H -3.55093 2.07733 0.38895
*
```

The orbital gap (spin up / spin down) is 0.2553 / 0.2333 Eh. The highest occupied orbital energy (spin up / spin down) comes out at -7.5113 / -6.8917 eV. The value obtained for the LUMO energy (spin up / spin down) is -0.02072 / -0.01998 hartree.



two | One molecule with the formula C9H12N2. Source: the OMol25 dataset; level of theory: the ωB97M-V functional and the def2-TZVPD basis.

```
! RIJCOSX wB97M-V def2-TZVPD def2/J DEFGRID3
* xyz 0 1
C 0.05397 1.92242 -0.21978
N -0.81279 0.73895 -0.06330
C -2.07090 1.14052 0.16463
C -3.04818 0.18201 0.23091
C -2.69987 -1.17946 -0.07721
C -1.39449 -1.53364 -0.25684
C -0.26374 -0.57473 -0.09024
N 0.95575 -0.94578 -0.17820
C 2.00886 -0.23842 0.48371
C 3.33764 -0.79719 0.18844
C 3.00586 0.59418 -0.28656
H 0.09406 2.39292 0.76694
H 1.06041 1.65836 -0.57842
H -0.38639 2.58559 -0.95510
H -2.17681 2.18530 0.42409
H -4.03433 0.44396 0.59728
H -3.50789 -2.05049 -0.09309
H -1.17115 -2.62978 -0.21051
H 1.75249 0.09673 1.48718
H 3.42337 -1.54652 -0.55777
H 4.07092 -0.96838 0.97931
H 2.80942 0.86400 -1.32752
H 3.49029 1.32202 0.33567
*
```

The orbital gap is 0.3036 Eh. The highest occupied orbital energy comes out at -7.4623 eV. Its structure (SMILES) is Cn1cccc/c1=N/C1CC1. The value obtained for the LUMO energy is 0.02939 hartree.



The calculated energies rank the structures as follows, beginning with the most stable: two, one.